# 1
DFT (ωB97M-V/def2-TZVPD) results for a structure of composition C33H57CrN4OP2 at a distorted geometry.

The maximum force comes out at 7.83 eV/Å. Its total charge is +1. The spin multiplicity is 5. The calculation puts the energy relative to the best compared isomer or geometry (same formula, charge and spin) at 0.0 kcal/mol.

Each line ends with the Mulliken spin population.
CARTESIAN COORDINATES (ANGSTROEM)
1 C 0.945 2.582 1.099  0.03
2 C 1.487 1.684 -1.000  0.02
3 C 1.816 3.640 0.896  0.00
4 C 2.465 2.654 -1.190  0.00
5 C 2.613 3.659 -0.243  0.01
6 H 1.881 4.406 1.669  0.00
7 H 3.066 2.614 -2.102  0.00
8 H 3.354 4.437 -0.389  0.00
9 N 0.740 1.662 0.141  -0.10
10 P -0.206 0.616 2.677  -0.05
11 P -0.612 0.228 -2.215  -0.14
12 C 0.226 2.387 2.431  0.04
13 H 0.867 2.740 3.258  0.00
14 H -0.694 2.996 2.455  0.00
15 C 1.160 0.637 -1.978  0.05
16 H 1.732 0.684 -2.913  0.01
17 C -0.663 -1.356 -3.303  0.03
18 C -1.201 1.726 -3.212  0.05
19 C 1.397 -0.156 3.348  -0.03
20 C -1.552 0.639 4.001  0.01
21 C -0.876 -2.579 -2.403  0.05
22 H -1.839 -2.533 -1.882  0.00
23 H -0.870 -3.481 -3.035  0.00
24 H -0.087 -2.687 -1.653  0.01
25 C -1.827 -1.311 -4.301  0.01
26 H -2.798 -1.187 -3.801  0.00
27 H -1.704 -0.535 -5.065  0.00
28 H -1.857 -2.278 -4.830  0.00
29 C 0.664 -1.546 -4.045  0.00
30 H 0.582 -2.449 -4.673  0.00
31 H 0.912 -0.710 -4.710  0.00
32 H 1.483 -1.712 -3.333  0.00
33 C -2.738 1.639 -3.329  0.02
34 H -3.202 1.327 -2.381  -0.01
35 H -3.130 2.640 -3.565  0.00
36 H -3.069 0.963 -4.127  0.00
37 C -0.862 3.029 -2.475  0.02
38 H -1.302 3.066 -1.475  0.00
39 H 0.217 3.198 -2.408  0.00
40 H -1.293 3.858 -3.057  0.00
41 C -0.508 1.760 -4.593  0.00
42 H 0.487 1.294 -4.601  0.00
43 H -1.120 1.306 -5.382  0.00
44 H -0.354 2.812 -4.876  0.00
45 C -1.816 -0.807 4.443  0.02
46 H -2.647 -0.795 5.164  0.00
47 H -2.113 -1.436 3.593  -0.01
48 H -0.954 -1.270 4.941  0.00
49 C -2.845 1.202 3.389  0.03
50 H -2.736 2.243 3.062  0.00
51 H -3.217 0.596 2.555  0.00
52 H -3.613 1.183 4.178  0.00
53 C -1.176 1.528 5.205  0.00
54 H -0.720 2.481 4.902  0.00
55 H -2.103 1.764 5.747  0.00
56 H -0.512 1.022 5.913  0.00
57 C 2.597 0.408 2.577  0.03
58 H 2.783 1.469 2.793  0.00
59 H 3.498 -0.154 2.869  0.00
60 H 2.461 0.285 1.494  0.00
61 C 1.325 -1.669 3.100  0.07
62 H 1.382 -1.896 2.026  0.01
63 H 2.179 -2.148 3.599  0.00
64 H 0.408 -2.118 3.502  0.00
65 C 1.621 0.123 4.844  0.01
66 H 1.636 1.200 5.070  0.00
67 H 0.886 -0.383 5.485  0.00
68 H 2.611 -0.281 5.113  0.00
69 Cr -0.605 -0.008 0.311  3.83
70 C -1.948 1.268 0.319  -0.03
71 O -2.695 2.185 0.326  0.13
72 N 0.978 -1.210 -0.101  -0.17
73 C 1.810 -0.951 -0.960  -0.03
74 C 3.239 -1.432 -1.296  0.01
75 C 3.816 -0.767 -2.539  0.00
76 C 4.128 -1.009 -0.132  0.00
77 C 3.181 -2.958 -1.450  0.00
78 H 3.242 -0.980 -3.443  0.00
79 H 3.885 0.318 -2.409  0.00
80 H 4.833 -1.147 -2.703  0.00
81 H 3.771 -1.441 0.810  0.00
82 H 5.157 -1.349 -0.299  0.00
83 H 4.143 0.086 -0.039  0.00
84 H 3.763 -3.285 -2.317  0.00
85 H 3.592 -3.433 -0.554  0.00
86 H 2.152 -3.320 -1.574  0.00
87 C -4.136 -0.846 -0.662  0.04
88 C -3.298 -1.687 0.216  0.05
89 N -2.027 -1.543 0.590  -0.14
90 C -1.678 -2.689 1.309  0.11
91 C -2.779 -3.488 1.413  0.01
92 N -3.784 -2.832 0.724  0.01
93 H -5.168 -1.217 -0.603  0.00
94 H -4.115 0.202 -0.352  -0.01
95 H -3.803 -0.927 -1.710  -0.01
96 H -0.672 -2.861 1.649  -0.02
97 H -2.911 -4.437 1.892  0.00
98 H -4.735 -3.150 0.589  0.00


# 2
DFT (ωB97M-V/def2-TZVPD) results for a cluster of 3 separate species, C33H57F4N7O7P2S2 in total at a distorted geometry.

Its SMILES is CCOC(=O)CCCc1cccc2c1N(S(=O)(=O)F)c1c(C[C@@H](O)C(F)(F)F)cccc1S2.CN(C)P(=O)(N(C)C)N(C)C.CN(C)P(=O)(N(C)C)N(C)C. The maximum force comes out at 7.07 eV/Å. The value obtained for the total energy is -111022.8651 eV. The spin multiplicity is 1.

Each line ends with the Löwdin charge.
CARTESIAN COORDINATES (ANGSTROEM)
1 C 6.719 -0.388 2.055  -0.05
2 C 5.539 -0.389 1.072  -0.20
3 O 5.437 0.951 0.522  -0.03
4 C 4.445 1.059 -0.397  -0.51
5 O 4.369 0.317 -1.330  0.14
6 C 3.466 2.182 -0.215  -0.09
7 C 2.672 2.080 1.103  -0.15
8 C 1.197 2.517 1.019  -0.13
9 C 0.911 3.573 -0.021  -0.16
10 C 1.559 4.798 0.108  -0.03
11 C 1.378 5.816 -0.816  -0.06
12 C 0.524 5.603 -1.882  -0.09
13 C -0.132 4.392 -2.020  -0.44
14 C 0.041 3.366 -1.096  -0.21
15 N -0.637 2.093 -1.187  -0.08
16 S 0.243 0.900 -2.026  0.63
17 O 0.815 0.004 -1.090  -0.21
18 O -0.600 0.328 -3.014  -0.21
19 F 1.351 1.687 -2.766  -0.10
20 C -1.986 2.160 -1.684  -0.23
21 C -2.944 1.316 -1.114  -0.12
22 C -2.567 0.384 0.031  -0.05
23 C -3.498 -0.800 0.205  -0.26
24 O -2.719 -1.895 0.653  0.01
25 C -4.666 -0.534 1.195  -0.58
26 F -4.733 0.732 1.614  0.15
27 F -4.567 -1.309 2.275  0.15
28 F -5.855 -0.821 0.631  0.13
29 C -4.243 1.363 -1.597  -0.02
30 C -4.624 2.198 -2.640  -0.04
31 C -3.672 3.041 -3.189  -0.09
32 C -2.378 3.015 -2.698  -0.44
33 S -1.190 4.120 -3.412  1.07
34 H 7.513 -0.999 1.638  0.07
35 H 7.086 0.629 2.153  0.08
36 H 6.380 -0.793 3.003  0.07
37 H 4.589 -0.590 1.563  0.12
38 H 5.732 -1.116 0.290  0.12
39 H 2.862 2.196 -1.111  0.09
40 H 4.037 3.112 -0.206  0.13
41 H 3.174 2.727 1.823  0.11
42 H 2.774 1.077 1.511  0.11
43 H 0.877 2.854 2.004  0.12
44 H 0.597 1.635 0.809  0.09
45 H 2.233 4.946 0.940  0.12
46 H 1.922 6.737 -0.670  0.11
47 H 0.375 6.368 -2.630  0.11
48 H -2.497 1.006 0.922  0.14
49 H -1.575 -0.002 -0.182  0.11
50 H -3.930 -1.088 -0.752  0.16
51 H -3.195 -2.703 0.441  0.11
52 H -5.015 0.741 -1.172  0.10
53 H -5.638 2.192 -3.007  0.11
54 H -3.933 3.706 -3.999  0.11
55 C 9.864 -2.308 5.231  -0.13
56 N 8.983 -3.225 4.550  -0.33
57 C 7.750 -3.428 5.293  -0.14
58 P 9.436 -4.571 3.592  0.75
59 O 8.459 -4.443 2.446  -0.29
60 N 10.859 -4.282 2.610  -0.35
61 C 11.162 -2.929 2.165  -0.13
62 C 10.917 -5.206 1.482  -0.15
63 N 10.483 -5.340 4.830  -0.31
64 C 11.906 -5.063 4.899  -0.14
65 C 10.266 -6.793 4.942  -0.15
66 H 10.273 -2.717 6.168  0.08
67 H 9.312 -1.399 5.482  0.08
68 H 10.693 -1.988 4.605  0.05
69 H 7.921 -3.994 6.222  0.08
70 H 7.024 -3.977 4.690  0.07
71 H 7.293 -2.470 5.549  0.08
72 H 10.284 -2.393 1.784  0.08
73 H 11.912 -2.956 1.374  0.08
74 H 11.612 -2.345 2.970  0.05
75 H 10.238 -4.922 0.672  0.08
76 H 10.646 -6.219 1.797  0.07
77 H 11.937 -5.253 1.092  0.08
78 H 12.477 -5.531 4.092  0.08
79 H 12.271 -5.457 5.853  0.09
80 H 12.115 -3.997 4.896  0.07
81 H 10.662 -7.339 4.076  0.07
82 H 9.196 -7.009 5.016  0.08
83 H 10.737 -7.187 5.844  0.08
84 C -10.622 3.375 -2.074  -0.13
85 N -9.853 2.866 -3.183  -0.33
86 C -9.500 3.925 -4.115  -0.14
87 P -10.000 1.322 -3.919  0.78
88 O -8.526 0.967 -4.011  -0.29
89 N -10.320 0.012 -2.794  -0.36
90 C -9.838 0.109 -1.423  -0.13
91 C -9.951 -1.278 -3.367  -0.15
92 N -11.789 1.419 -4.142  -0.31
93 C -12.714 0.914 -3.144  -0.15
94 C -12.224 0.964 -5.474  -0.15
95 H -11.629 3.715 -2.366  0.08
96 H -10.100 4.230 -1.639  0.09
97 H -10.723 2.649 -1.272  0.05
98 H -10.379 4.301 -4.660  0.08
99 H -8.776 3.565 -4.850  0.07
100 H -9.033 4.760 -3.590  0.08
101 H -8.803 0.464 -1.352  0.08
102 H -9.894 -0.868 -0.939  0.08
103 H -10.479 0.762 -0.828  0.05
104 H -8.870 -1.453 -3.342  0.08
105 H -10.269 -1.342 -4.412  0.07
106 H -10.456 -2.083 -2.827  0.08
107 H -12.760 -0.178 -3.107  0.08
108 H -13.710 1.292 -3.400  0.09
109 H -12.482 1.283 -2.148  0.06
110 H -12.136 -0.124 -5.589  0.07
111 H -11.614 1.436 -6.250  0.08
112 H -13.261 1.248 -5.660  0.08